1.
This record from the OMol25 dataset describes C37H31CoN2P2S2 as an isolated structure. The level of theory is ωB97M-V with the def2-TZVPD basis set.

Last column: Löwdin spin population.
Positions of all 75 atoms, in Å:
Co 0.0469 -1.1516 -0.2515  1.00
S -1.8671 -0.4961 -1.6174  0.02
P -1.7289 0.8537 -0.1178  -0.01
C -0.4804 0.5136 0.9867  -0.03
P 1.0978 1.0236 0.6408  -0.01
S 1.9679 0.2061 -0.9862  0.02
C 1.3282 2.8527 0.6100  0.00
C 0.8882 3.5866 1.7144  0.00
C 1.0088 4.9689 1.7417  0.00
C 1.5636 5.6377 0.6549  0.00
C 1.9930 4.9176 -0.4506  0.00
C 1.8771 3.5284 -0.4727  0.00
C 2.1423 0.5862 2.0893  0.00
C 3.5313 0.5950 1.9759  0.00
C 4.3339 0.2846 3.0643  0.00
C 3.7537 -0.0453 4.2838  0.00
C 2.3716 -0.0567 4.4052  0.00
C 1.5677 0.2599 3.3120  0.00
C -1.7240 2.5416 -0.8197  0.00
C -1.2333 2.7607 -2.1047  0.00
C -1.0856 4.0567 -2.5878  0.00
C -1.4222 5.1412 -1.7882  0.00
C -1.9057 4.9292 -0.5024  0.00
C -2.0528 3.6348 -0.0206  0.00
C -3.3331 0.7999 0.7796  0.00
C -4.4989 1.2578 0.1674  0.00
C -5.7247 1.1650 0.8128  0.00
C -5.7994 0.5986 2.0799  0.00
C -4.6448 0.1324 2.6944  0.00
C -3.4128 0.2374 2.0496  0.00
H 0.4401 3.0600 2.5517  0.00
H 0.6649 5.5275 2.6048  0.00
H 1.6540 6.7174 0.6701  0.00
H 2.4133 5.4371 -1.3048  0.00
H 2.1994 2.9558 -1.3352  0.00
H 3.9793 0.8280 1.0167  0.00
H 5.4139 0.2866 2.9595  0.00
H 4.3797 -0.3043 5.1320  0.00
H 1.9131 -0.3293 5.3486  0.00
H 0.4851 0.2415 3.3807  0.00
H -0.9616 1.9051 -2.7112  0.00
H -0.6955 4.2195 -3.5867  0.00
H -1.3001 6.1516 -2.1610  0.00
H -2.1562 5.7741 0.1289  0.00
H -2.4114 3.4694 0.9897  0.00
H -4.4432 1.6857 -0.8271  0.00
H -6.6227 1.5292 0.3276  0.00
H -6.7566 0.5216 2.5843  0.00
H -4.6996 -0.3147 3.6804  0.00
H -2.4949 -0.1067 2.5149  0.00
C 0.8834 -2.5329 -2.8928  0.00
N 0.6597 -2.6494 -1.4560  -0.01
C 1.0897 -3.6565 -0.7750  0.00
C 0.9049 -3.6476 0.6375  0.00
C 1.1697 -4.5792 1.6447  0.00
C 0.6835 -3.9959 2.8258  0.00
C 0.1539 -2.7436 2.4589  0.00
N 0.2816 -2.5412 1.1455  0.00
C 0.8635 -3.8395 -3.6428  0.00
C -0.3212 -4.5719 -3.7308  0.00
C -0.3567 -5.7826 -4.4054  0.00
C 0.7971 -6.2837 -5.0040  0.00
C 1.9798 -5.5625 -4.9213  0.00
C 2.0087 -4.3477 -4.2396  0.00
H 1.8272 -2.0129 -3.0708  0.00
H 0.0987 -1.8801 -3.2755  0.00
H 1.5870 -4.5039 -1.2463  0.00
H 1.6488 -5.5428 1.5240  0.00
H 0.7003 -4.4170 3.8215  0.00
H -0.3092 -1.9982 3.0910  0.00
H -1.2161 -4.1831 -3.2531  0.00
H -1.2843 -6.3397 -4.4638  0.00
H 0.7716 -7.2304 -5.5290  0.00
H 2.8832 -5.9453 -5.3802  0.00
H 2.9361 -3.7876 -4.1692  0.00

Output
- LUMO energy (alpha / beta) (eV) = 2.7138 / 2.7111
- multiplicity = 2
- E (eV) = -119731.1490
- M (g mol⁻¹) = 688.68
- total charge = -1
- <S²> = 0.77
- frontier orbital gap (alpha / beta) (eV) = 7.19 / 7.09

***

2.
This record from the OMol25 dataset describes C37H31CoO4P2S2 as an isolated structure at a distorted geometry. The level of theory is ωB97M-V with the def2-TZVPD basis set.

Last column: Löwdin spin population.
Positions of all 77 atoms, in Å:
Co -0.3222 -0.2163 1.2925  2.55
O -2.0906 -2.9905 -0.0433  0.03
S -1.0897 -1.9529 -0.1725  0.03
C 0.4070 -2.8025 -0.7413  0.01
C 0.3471 -4.1061 -1.2018  0.00
C 1.5192 -4.7491 -1.5669  0.00
C 2.7354 -4.0883 -1.4734  0.00
C 2.7955 -2.7929 -0.9881  0.00
C 1.6243 -2.1481 -0.5974  0.01
P 1.6229 -0.4616 0.0850  0.05
C 2.3916 0.4209 -1.3126  0.01
C 1.7678 0.3506 -2.5590  0.00
C 2.3677 0.9221 -3.6653  0.00
C 3.5849 1.5748 -3.5373  0.00
C 4.1905 1.6726 -2.2952  0.00
C 3.5977 1.1013 -1.1832  0.01
C 2.8443 -0.4040 1.4100  0.00
C 3.5179 -1.5030 1.9219  0.00
C 4.3582 -1.3367 3.0089  0.00
C 4.5055 -0.0921 3.5979  0.00
C 3.7957 0.9974 3.1153  0.00
C 2.9611 0.8428 2.0290  0.00
C -1.5379 -1.0508 -1.7000  0.00
C -1.7052 -1.7265 -2.8953  0.00
C -2.1650 -1.0419 -4.0092  0.00
C -2.4576 0.3096 -3.9175  0.00
C -2.2965 0.9859 -2.7191  0.00
C -1.8462 0.3076 -1.5855  0.00
P -1.5520 1.1645 0.0079  0.05
C -1.7440 2.9168 -0.4272  0.02
C -2.9469 3.5712 -0.1769  0.00
C -3.1088 4.8806 -0.5878  0.00
C -2.0772 5.5377 -1.2378  0.00
C -0.8708 4.8930 -1.4669  0.00
C -0.6972 3.5829 -1.0602  0.00
C -2.9540 0.8399 1.1098  0.01
C -2.7900 1.3212 2.4148  0.01
C -3.7520 1.0588 3.3675  0.00
C -4.8777 0.3283 3.0145  0.01
C -5.0379 -0.1444 1.7241  0.00
C -4.0696 0.0913 0.7650  0.00
H -0.6090 -4.6057 -1.2455  0.00
H 1.4855 -5.7652 -1.9290  0.00
H 3.6424 -4.5928 -1.7698  0.00
H 3.7423 -2.2773 -0.9074  0.00
H 0.8221 -0.1670 -2.6598  0.00
H 1.8972 0.8429 -4.6345  0.00
H 4.0634 2.0016 -4.4046  0.00
H 5.1404 2.1755 -2.1925  0.00
H 4.0789 1.1681 -0.2187  0.00
H 3.3802 -2.4825 1.4865  0.00
H 4.8945 -2.1874 3.4011  0.00
H 5.1590 0.0262 4.4468  0.00
H 3.8864 1.9599 3.5952  0.00
H 2.3719 1.6743 1.6567  0.00
H -1.4898 -2.7814 -2.9531  0.00
H -2.3118 -1.5655 -4.9403  0.00
H -2.8315 0.8383 -4.7805  0.00
H -2.5378 2.0374 -2.6630  0.00
H -3.7496 3.0477 0.3214  0.00
H -4.0500 5.3785 -0.4152  0.00
H -2.2177 6.5539 -1.5710  0.00
H -0.0728 5.4101 -1.9759  0.00
H 0.2363 3.0657 -1.2407  0.00
H -1.9108 1.9068 2.6685  0.00
H -3.6311 1.4176 4.3790  0.00
H -5.6330 0.1251 3.7568  0.00
H -5.9218 -0.7017 1.4603  0.00
H -4.1741 -0.2987 -0.2376  0.00
C -0.0073 -3.1656 3.4771  0.00
S -0.6283 -1.4778 3.5528  0.01
O -1.1349 -1.1961 4.8534  0.01
O -1.6130 -1.4003 2.4435  0.07
O 0.4947 -0.5876 3.1198  0.06
H -0.8508 -3.8172 3.6616  0.00
H 0.7511 -3.2981 4.2331  0.00
H 0.3869 -3.3256 2.4816  0.00

Output
- LUMO energy (alpha / beta) (eV) = -2.6904 / -3.5401
- multiplicity = 4
- E (eV) = -124932.0004
- M (g mol⁻¹) = 724.67
- total charge = +1
- energy relative to the best compared isomer or geometry (same formula, charge and spin) (kcal per mole) = 8.5
- <S²> = 3.77
- frontier orbital gap (alpha / beta) (eV) = 8.22 / 8.10

***

3.
This record from the OMol25 dataset describes C37H31CrN11O as an isolated structure. The level of theory is ωB97M-V with the def2-TZVPD basis set.

Last column: Löwdin spin population.
Positions of all 81 atoms, in Å:
Cr -0.0779 -0.9108 -0.2140  2.94
C 1.2090 2.7963 -3.7274  0.00
C 1.4327 1.7800 -2.8024  0.00
N 0.5071 1.4344 -1.9208  0.02
C -0.6532 2.0867 -1.9421  0.00
C -0.8718 3.1035 -2.8742  0.00
N 0.0543 3.4459 -3.7574  0.00
C -1.6377 1.7258 -0.8876  0.01
C -2.8838 2.3334 -0.8282  0.00
C -3.7609 2.0938 0.2284  0.01
C -3.2754 1.2835 1.2631  0.00
C -2.0595 0.6610 1.1249  0.00
N -1.2689 0.8078 0.0313  -0.01
C -1.4863 -0.2132 2.1684  0.01
C -1.9454 -0.2931 3.4791  0.00
N -1.3505 -1.0534 4.3861  0.01
C -0.2664 -1.7259 4.0171  0.00
C 0.2108 -1.6654 2.7174  0.01
N -0.4105 -0.9268 1.7956  -0.02
C -5.1180 2.6648 0.2643  0.00
C -6.1277 2.0324 0.9864  0.00
C -7.4023 2.5828 0.9769  0.00
N -7.7003 3.6899 0.3102  0.00
C -6.7424 4.3013 -0.3750  0.00
C -5.4381 3.8281 -0.4305  0.00
H 1.9637 3.0956 -4.4443  0.00
H 2.3758 1.2453 -2.7704  0.00
H -1.7937 3.6662 -2.9275  0.00
H -3.1850 2.9917 -1.6262  0.00
H -3.8527 1.1539 2.1661  0.00
H -2.8057 0.2737 3.8109  0.00
H 0.2291 -2.3247 4.7705  0.00
H 1.0935 -2.2143 2.4170  0.00
H -5.9549 1.1089 1.5235  0.00
H -8.2112 2.1152 1.5246  0.00
H -7.0245 5.2063 -0.8982  0.00
H -4.6969 4.3959 -0.9765  0.00
C 3.4992 1.2854 0.8596  0.00
C 4.4817 0.3089 0.8079  0.01
C 4.1184 -0.9982 0.5153  0.00
C 2.7897 -1.2893 0.2641  0.00
N 1.8470 -0.3244 0.2570  -0.01
C 2.1958 0.9290 0.5747  0.01
C 2.2839 -2.6502 -0.0153  0.01
C 3.0660 -3.7897 0.0522  0.00
C 2.5076 -5.0184 -0.2652  0.01
C 1.1855 -5.0647 -0.6810  0.00
C 0.4583 -3.8921 -0.7110  0.01
N 0.9743 -2.7088 -0.3460  -0.02
H 3.7367 2.3092 1.1112  0.00
H 5.5166 0.5556 1.0045  0.00
H 4.8663 -1.7763 0.4861  0.00
H 1.3995 1.6583 0.5965  0.00
H 4.1038 -3.7281 0.3442  0.00
H 3.0974 -5.9234 -0.2048  0.00
H 0.7190 -5.9927 -0.9792  0.00
H -0.5650 -3.8922 -1.0559  0.00
N -6.4055 -4.4774 0.1641  0.00
C -5.9476 -3.5739 -0.7201  0.00
O -6.5858 -3.1355 -1.6483  0.00
C -4.5292 -3.0473 -0.5229  0.01
C -3.6076 -3.4744 0.4263  0.00
C -2.3631 -2.8758 0.4726  0.00
N -1.9874 -1.8974 -0.3666  -0.02
C -2.8801 -1.4928 -1.2883  0.00
C -4.1393 -2.0363 -1.3943  0.00
H -7.3353 -4.8416 0.0179  0.00
H -5.8588 -4.8773 0.9033  0.00
H -3.8211 -4.2640 1.1333  0.00
H -1.6383 -3.1937 1.2117  0.00
H -2.5676 -0.6964 -1.9503  0.00
H -4.8414 -1.7001 -2.1461  0.00
C 0.1756 0.3229 -5.4461  0.00
C 0.0363 -1.0831 -4.8383  0.00
C 0.0179 -1.0523 -3.3864  0.03
N 0.0068 -0.9961 -2.2409  -0.01
H 0.1163 0.2380 -6.5284  0.00
H 1.1362 0.7663 -5.1914  0.00
H -0.6247 0.9818 -5.1116  0.00
H 0.8649 -1.7244 -5.1474  0.00
H -0.8854 -1.5650 -5.1731  0.00

Output
- LUMO energy (alpha / beta) (eV) = -9.0398 / -9.4848
- multiplicity = 4
- E (eV) = -85711.9230
- M (g mol⁻¹) = 697.73
- total charge = +3
- energy relative to the best compared isomer or geometry (same formula, charge and spin) (kcal per mole) = 9.9
- <S²> = 3.78
- frontier orbital gap (alpha / beta) (eV) = 6.84 / 6.39